(1)
Entry from the Open Molecules 2025 dataset: 2 unconnected molecules or ions with the total composition C3H11NOS2 in a non-equilibrium geometry (the ωB97M-V functional and the def2-TZVPD basis).

```
18
Properties=species:S:1:pos:R:3:nbo_charge:R:1
S 0.946 -1.716 -0.738 0.08
H 1.160 1.320 1.324 0.40
H -0.181 2.973 -0.237 0.21
H 1.326 1.210 -0.667 0.18
C -0.069 -0.312 -1.285 -0.55
C 0.293 0.930 -0.431 -0.04
C -0.565 2.160 -0.864 -0.62
S -0.475 -3.259 -0.625 -0.13
N 0.369 0.809 1.031 -0.89
H 0.601 -2.209 2.364 0.45
O -0.077 -1.534 2.468 -0.96
H -1.150 -0.453 -1.202 0.23
H -0.417 2.458 -1.903 0.21
H -1.614 2.015 -0.581 0.21
H -0.022 -3.747 0.542 0.13
H 0.249 -1.055 1.669 0.48
H 0.097 -0.088 -2.335 0.23
H -0.473 0.500 1.471 0.40
```

Results
DFT total energy, hartree: -1047.2352
SMILES: C[C@@H](N)CSS.O
Total charge: 0
Energy relative to the best compared isomer or geometry (same formula, charge and spin), kcal/mol: 20.2
LUMO energy, eV: 0.43

(2)
Entry from the Open Molecules 2025 dataset: 2 unconnected molecules or ions with the total composition C3H11NOS2 in a non-equilibrium geometry (the ωB97M-V functional and the def2-TZVPD basis).

```
18
Properties=species:S:1:pos:R:3:mulliken_spin:R:1
C 1.005 0.901 -0.121 0.00
C -2.492 1.851 2.437 -0.02
H 1.960 -3.043 -1.627 0.00
H -2.937 1.275 3.241 0.00
S -1.130 0.835 1.781 0.48
C 0.563 -0.382 -0.821 0.00
H -3.198 2.070 1.642 0.01
H 0.671 -1.248 -2.610 0.00
H 1.907 -3.407 -0.092 0.00
H 1.612 1.475 -0.824 0.00
H 1.139 -1.249 -0.485 0.01
O 1.626 -3.664 -0.974 0.00
H -2.009 2.752 2.797 0.02
H -0.092 0.093 -2.696 0.00
N 0.748 -0.291 -2.259 0.01
H 1.501 0.719 0.822 0.01
S -0.413 1.980 0.336 0.49
H -0.460 -0.666 -0.548 0.00
```

Results
⟨S²⟩: 0.75
DFT total energy, hartree: -1046.9643
Total charge: +1
Multiplicity: 2
Energy relative to the best compared isomer or geometry (same formula, charge and spin), kcal/mol: 0.0
LUMO energy (spin up / spin down), eV: -4.13 / -7.49

(3)
Entry from the Open Molecules 2025 dataset: 2 unconnected molecules or ions with the total composition C3H11NP2 in a non-equilibrium geometry (the ωB97M-V functional and the def2-TZVPD basis).

```
17
Properties=species:S:1:pos:R:3:nbo_charge:R:1
C 0.365 0.346 -0.831 -0.27
H -1.215 0.182 1.961 0.20
C 1.131 -2.006 -0.330 -0.69
H 2.367 0.418 -1.693 0.00
P 1.915 1.224 -0.639 0.30
P -2.478 0.243 -0.598 0.53
H 0.607 -2.490 -1.162 0.18
N -0.784 0.421 -0.071 -0.70
C -0.774 0.949 1.281 -0.43
H 0.790 -1.957 0.752 0.19
H -2.788 -0.254 0.683 -0.05
H -3.079 1.472 -0.340 -0.06
H 0.208 0.140 -1.919 0.23
H 0.144 1.116 1.756 0.21
H -1.276 1.927 1.341 0.20
H 2.667 0.457 0.311 -0.02
H 2.200 -2.190 -0.504 0.17
```

Results
DFT total energy, hartree: -858.1679
Total charge: 0
Energy relative to the best compared isomer or geometry (same formula, charge and spin), kcal/mol: 65.7
LUMO energy (spin up / spin down), eV: 0.69 / 0.68

(4)
Entry from the Open Molecules 2025 dataset: 2 unconnected molecules or ions with the total composition C3H11NS in a non-equilibrium geometry (the ωB97M-V functional and the def2-TZVPD basis).

```
16
Properties=species:S:1:pos:R:3:nbo_charge:R:1
H 3.318 1.302 -0.697 0.16
H -4.118 -2.445 -1.630 0.22
H 1.813 -0.474 1.231 0.21
H 3.448 1.772 1.651 0.34
S -4.483 -1.637 0.525 -0.07
H 3.531 -0.600 0.811 0.20
H -5.430 -0.793 0.933 0.13
H 2.336 -1.000 -0.372 0.21
C 2.473 1.137 -0.021 -0.22
H -4.937 -0.866 -1.791 0.23
N 2.594 2.008 1.154 -0.83
C 2.546 -0.305 0.442 -0.62
H 2.777 2.965 0.854 0.35
C -4.194 -1.427 -1.250 -0.73
H 1.532 1.351 -0.511 0.19
H -3.206 -0.987 -1.328 0.22
```

Results
DFT total energy, hartree: -573.8091
SMILES: CCN.CS
Total charge: 0
Energy relative to the best compared isomer or geometry (same formula, charge and spin), kcal/mol: 14.1
LUMO energy, eV: 0.93

(5)
Entry from the Open Molecules 2025 dataset: 3 unconnected molecules or ions with the total composition C3H11O3 in a non-equilibrium geometry (the ωB97M-V functional and the def2-TZVPD basis).

```
17
Properties=species:S:1:pos:R:3:mulliken_spin:R:1
H -1.733 0.191 0.974 -0.02
H -2.975 -0.673 1.609 -0.01
H 1.981 -0.931 0.455 0.00
C 0.145 -0.368 -0.657 0.02
H -2.119 -0.977 -1.599 0.00
H 0.289 0.233 -1.598 0.06
H 2.431 1.776 0.842 0.00
O -2.941 -1.132 -1.072 0.02
H 2.228 1.726 -0.903 0.00
H 3.483 0.698 0.094 0.00
H -2.326 -0.376 -0.471 0.00
O -1.075 0.161 -0.190 0.67
C 1.400 -0.104 0.247 0.01
H 0.135 -1.382 -0.811 0.01
O -2.376 -0.011 1.892 0.24
C 2.421 1.120 -0.005 0.00
H 1.033 0.047 1.194 0.00
```

Results
⟨S²⟩: 0.76
DFT total energy, hartree: -346.4162
Total charge: 0
Multiplicity: 2
Energy relative to the best compared isomer or geometry (same formula, charge and spin), kcal/mol: 70.8
LUMO energy (spin up / spin down), eV: 0.62 / -4.04

(6)
Entry from the Open Molecules 2025 dataset: a molecular structure, C3H12ClMgN6O3 in a non-equilibrium geometry (the ωB97M-V functional and the def2-TZVPD basis).

```
26
Properties=species:S:1:pos:R:3:nbo_charge:R:1
H 22.808 -1.768 24.747 0.39
C 29.352 -5.723 24.189 0.75
N 30.173 -4.823 24.600 -0.82
C 22.065 -0.960 23.242 0.75
H 28.366 -13.060 22.013 0.42
H 30.056 -3.894 24.220 0.37
H 25.945 -11.514 24.559 0.41
N 23.136 -1.323 23.902 -0.85
N 21.189 -0.636 24.153 -0.85
O 21.951 -1.098 22.021 -0.66
H 31.071 -5.157 24.918 0.41
H 28.494 -11.414 22.559 0.40
O 29.577 -6.962 24.101 -0.68
N 28.271 -5.021 23.988 -0.82
Mg 20.075 -7.832 23.622 1.29
O 26.531 -13.581 24.019 -0.66
N 26.863 -11.457 24.141 -0.78
Cl 23.124 -6.861 25.465 -0.40
C 27.130 -12.519 23.530 0.74
H 27.351 -10.579 24.037 0.39
H 20.247 -0.538 23.803 0.40
H 23.929 -1.533 23.312 0.41
H 27.369 -5.465 23.890 0.40
H 28.463 -4.033 24.065 0.38
N 28.047 -12.319 22.620 -0.80
H 21.393 -0.211 25.046 0.41
```

Results
DFT total energy, hartree: -1335.6350
Total charge: +1
Energy relative to the best compared isomer or geometry (same formula, charge and spin), kcal/mol: 167.5
LUMO energy, eV: -9.30

(7)
Entry from the Open Molecules 2025 dataset: a single C3H12ClNSi2 molecule in a non-equilibrium geometry (the ωB97M-V functional and the def2-TZVPD basis).

```
19
Properties=species:S:1:pos:R:3:nbo_charge:R:1
C 0.699 1.396 -0.672 -0.23
C -0.374 1.180 1.436 -0.40
H -1.218 -3.131 -0.778 -0.13
H -3.064 -2.272 0.572 -0.12
Si -1.585 -2.138 0.260 0.33
H 2.062 -0.074 0.341 0.21
Si -1.757 0.026 -0.673 1.08
H -0.857 -2.515 1.436 -0.13
H 1.142 2.355 -0.434 0.19
H 2.604 0.300 -1.301 0.23
H -0.478 2.195 1.847 0.20
H -1.747 -0.235 -2.132 -0.15
H 0.461 0.573 1.676 0.18
C 1.693 0.237 -0.664 -0.64
H 0.458 1.475 -1.668 0.19
Cl -3.541 0.888 0.050 -0.39
H 1.211 -0.641 -1.266 0.20
H -1.393 0.607 1.777 0.18
N -0.533 1.237 0.048 -0.80
```

Results
DFT total energy, hartree: -1215.4128
SMILES: CCN(C)[Si@@H]([SiH3])Cl
Total charge: 0
Energy relative to the best compared isomer or geometry (same formula, charge and spin), kcal/mol: 74.6
LUMO energy, eV: 0.74

(8)
Entry from the Open Molecules 2025 dataset: 2 unconnected molecules or ions with the total composition C3H12N2 in a non-equilibrium geometry (the ωB97M-V functional and the def2-TZVPD basis).

```
17
Properties=species:S:1:pos:R:3:mulliken_spin:R:1
H -0.703 -1.344 0.903 -0.05
N 1.183 3.060 0.011 0.25
H 0.110 1.888 -1.334 -0.67
H 2.352 0.298 -0.032 -0.11
H -2.904 -3.075 0.054 -0.31
C 1.285 0.530 -0.077 0.95
H 2.156 3.191 0.239 -0.16
C 1.061 1.859 -0.786 1.17
H 0.479 3.256 0.689 -0.18
H -2.116 -1.743 -0.789 -0.17
H 0.859 0.518 0.928 -0.49
H 1.733 1.922 -1.652 -0.18
N -1.273 -2.159 1.108 0.04
H -1.725 -2.029 2.004 -0.29
H 0.742 -0.322 -0.509 0.24
H -1.290 -3.267 -0.652 -0.27
C -1.947 -2.583 -0.104 1.22
```

Results
⟨S²⟩: 0.75
DFT total energy, hartree: -230.9173
Total charge: -1
Multiplicity: 2
Energy relative to the best compared isomer or geometry (same formula, charge and spin), kcal/mol: 19.9
LUMO energy (spin up / spin down), eV: 4.27 / 4.41

(9)
Entry from the Open Molecules 2025 dataset: 2 unconnected molecules or ions with the total composition C3H12N2 (the ωB97M-V functional and the def2-TZVPD basis).

```
17
Properties=species:S:1:pos:R:3:nbo_charge:R:1
H -2.661 -1.609 0.609 0.35
H -3.371 0.943 0.463 0.17
H 2.732 -1.154 0.941 0.19
C -2.602 0.342 -0.030 -0.41
H 1.095 -1.075 1.509 0.20
C 1.840 -0.523 0.973 -0.41
H 3.303 0.431 -0.791 0.19
H -2.379 0.800 -0.995 0.19
H 2.229 1.767 -0.551 0.16
H -1.692 0.431 0.554 0.18
N -2.921 -1.067 -0.207 -0.84
C 2.284 0.755 -0.999 -0.41
H 2.079 0.372 1.578 0.16
H -3.909 -1.255 -0.316 0.35
N 1.377 -0.176 -0.359 -0.62
H 2.162 0.843 -2.076 0.20
H 0.433 0.175 -0.303 0.35
```

Results
DFT total energy, hartree: -230.9682
SMILES: CNC.CN
Total charge: 0
Energy relative to the best compared isomer or geometry (same formula, charge and spin), kcal/mol: 14.5
LUMO energy, eV: 0.99

(10)
Entry from the Open Molecules 2025 dataset: 2 unconnected molecules or ions with the total composition C3H12N2 in a non-equilibrium geometry (the ωB97M-V functional and the def2-TZVPD basis).

```
17
Properties=species:S:1:pos:R:3:nbo_charge:R:1
H 2.522 -0.156 -2.346 0.19
H 1.268 -0.125 -3.387 0.20
H 1.375 -1.457 -2.409 0.17
C -1.317 -0.079 2.080 -0.42
H -3.272 -0.192 1.316 0.35
H -1.546 -0.008 3.184 0.17
H -2.568 1.258 1.053 0.36
H -0.170 0.243 -1.423 0.34
N -2.398 0.236 1.069 -0.84
H 1.150 -0.943 0.235 0.18
C 1.464 -0.393 -2.402 -0.44
C 1.238 0.132 0.026 -0.42
H 0.583 0.767 0.640 0.19
H -0.551 0.672 1.793 0.19
N 0.769 0.494 -1.376 -0.60
H -0.801 -1.018 1.937 0.19
H 2.254 0.569 0.010 0.20
```

Results
DFT total energy, hartree: -230.9412
SMILES: CNC.CN
Total charge: 0
Energy relative to the best compared isomer or geometry (same formula, charge and spin), kcal/mol: 31.5
LUMO energy, eV: 1.12